Below is a single C7H8N2O2 molecule at a distorted geometry, with properties calculated with ωB97M-V/def2-TZVPD.

Last column: Löwdin charge in e.
Geometry (Å):
1 C -0.01146 -1.56960 0.97186  -0.04
2 N 0.43659 -0.50168 0.12901  -0.01
3 C 1.77341 -0.50231 -0.51407  -0.28
4 O 2.10519 0.51367 -1.11774  0.05
5 C 2.58531 -1.78473 -0.42618  -0.12
6 O 2.44670 -2.81254 0.21257  0.07
7 C -0.42808 0.53597 0.08946  -0.30
8 C -1.70939 0.56524 0.58977  -0.05
9 C -2.33718 1.69060 -0.02386  -0.08
10 C -1.34777 2.37123 -0.73056  -0.12
11 N -0.20948 1.61991 -0.73162  0.09
12 H 0.90653 -2.06163 1.28752  0.08
13 H -0.79573 -1.28714 1.65298  0.07
14 H -0.63574 -2.29390 0.46038  0.10
15 H 3.43787 -1.64106 -1.04007  0.11
16 H -2.31246 0.02751 1.23352  0.08
17 H -3.40683 1.95598 0.16137  0.11
18 H -1.24468 3.31410 -1.23430  0.10
19 H 0.74721 1.86036 -0.97004  0.13

Cartesian forces, eV/Å:
0.3 -1.5 -0.4
3.9 -1.1 -0.8
-5.0 1.3 1.8
1.0 -1.5 0.3
0.0 -0.8 0.8
-0.3 1.5 -0.7
-0.5 0.9 -0.8
-0.2 2.1 -2.0
0.2 1.2 0.3
-0.5 0.0 -0.2
-0.3 -0.6 1.3
-0.9 -0.2 1.0
0.9 0.8 1.1
0.3 -0.5 -1.0
1.3 0.0 -0.9
-0.3 -1.7 1.1
1.3 0.0 -0.3
-0.7 0.2 -0.1
-0.5 0.1 -0.3

Properties
**Relative energy (zero: lowest compared OMol25 entry of this formula, charge and spin)**: 241.2 kJ/mol
**SMILES**: CN(C(=O)C=O)c1ccc[nH]1
**Molar mass**: 152.15 g/mol
**Total energy**: -14461.959 eV